1.
The following is a quantum chemistry calculation of an isolated molecule of C3H5F at a distorted geometry, from the Open Molecules 2025 dataset.

CARTESIAN COORDINATES (ANGSTROEM)
C -0.300 -0.931 -0.120
C -0.403 0.442 0.168
C 0.720 1.117 0.061
H -0.826 -1.498 0.784
H -0.969 -1.387 -0.853
H -1.446 0.846 0.018
H 0.569 2.159 0.258
H 1.670 0.652 -0.120
F 0.986 -1.399 -0.197

Its energy is -217.1047 hartree. For the strongest force on any atom, the calculation gives 6.25 eV Å⁻¹.

---

2.
The following is a quantum chemistry calculation of a cluster of 2 separate species, C3H5F in total at a distorted geometry, from the Open Molecules 2025 dataset.

CARTESIAN COORDINATES (ANGSTROEM)
C -0.449 2.068 -0.210
C 0.457 -1.393 0.494
C -0.815 1.394 -1.149
F 0.561 -0.924 1.808
H 0.242 2.303 0.524
H 1.427 -1.751 0.167
H 0.175 -0.594 -0.125
H -0.104 -2.299 0.488
H -1.495 1.196 -1.996

Its energy is -217.0548 hartree. For the strongest force on any atom, the calculation gives 2.32 eV Å⁻¹.

---

3.
The following is a quantum chemistry calculation of an isolated molecule of C3H5F3S at a distorted geometry, from the Open Molecules 2025 dataset.

CARTESIAN COORDINATES (ANGSTROEM)
C 0.246 -0.081 -0.423
C -0.936 -0.641 0.342
C 0.379 1.340 -0.013
H 1.245 -2.266 -0.385
H 0.100 -0.143 -1.522
H -1.738 0.088 0.317
H -0.670 -0.768 1.430
H 1.207 1.873 -0.519
F -1.374 -1.797 -0.210
F 0.593 1.392 1.295
F -0.775 2.035 -0.302
S 1.723 -1.032 -0.011

Its energy is -815.0812 hartree. For the strongest force on any atom, the calculation gives 2.12 eV Å⁻¹.

---

4.
The following is a quantum chemistry calculation of a cluster of 2 separate species, C3H5FN2 in total at a distorted geometry, from the Open Molecules 2025 dataset.

CARTESIAN COORDINATES (ANGSTROEM)
C 3.429 -1.965 -0.063
C -1.296 0.601 -0.040
C -0.442 -0.358 -0.494
N 2.538 -1.968 0.644
N -1.186 2.082 -0.021
F -0.706 -1.608 -0.057
H -0.251 2.514 -0.157
H -2.154 0.307 0.636
H 0.420 -0.177 -1.045
H 1.641 -1.826 1.090
H -1.992 2.396 -0.493

Its energy is -326.5855 hartree. For the strongest force on any atom, the calculation gives 4.51 eV Å⁻¹.

---

5.
The following is a quantum chemistry calculation of an isolated molecule of C3H5FN2OS at a distorted geometry, from the Open Molecules 2025 dataset.

CARTESIAN COORDINATES (ANGSTROEM)
C -1.265 -0.560 -0.100
C 1.099 0.111 -0.419
C 2.369 -0.217 -0.198
H -1.287 1.539 1.392
H -2.729 0.896 -0.105
H 0.254 -1.820 -0.016
H 0.889 1.107 -0.781
H 3.269 0.283 -0.451
N -1.719 0.674 -0.241
N 0.041 -0.790 -0.026
O -1.209 1.896 0.408
F 2.711 -1.334 0.469
S -2.424 -1.785 0.069

Its energy is -800.0135 hartree. For the strongest force on any atom, the calculation gives 5.09 eV Å⁻¹.

---

6.
The following is a quantum chemistry calculation of an isolated molecule of C3H5FO at a distorted geometry, from the Open Molecules 2025 dataset.

CARTESIAN COORDINATES (ANGSTROEM)
C 1.139 -0.024 -0.041
C -0.193 0.685 -0.249
C -1.128 -0.448 0.251
H 1.424 0.087 0.942
H 2.080 0.221 -0.650
H -0.283 1.616 0.454
H -0.629 0.999 -1.211
H -1.009 -1.152 1.113
O -2.197 -0.606 -0.313
F 0.797 -1.376 -0.297

Its energy is -292.3583 hartree. For the strongest force on any atom, the calculation gives 3.58 eV Å⁻¹.

---

7.
The following is a quantum chemistry calculation of a cluster of 2 separate species, C3H5FO in total at a distorted geometry, from the Open Molecules 2025 dataset.

CARTESIAN COORDINATES (ANGSTROEM)
C 0.047 -0.504 0.276
C 3.644 0.255 -0.343
C -1.337 -0.300 0.103
O 3.188 1.075 0.343
F 4.276 -0.853 0.086
H 0.553 -0.141 1.238
H 3.609 0.233 -1.399
H -2.135 -0.307 1.065
H -1.905 -0.821 -0.560
H -1.569 0.849 -0.132

Its energy is -292.2284 hartree. For the strongest force on any atom, the calculation gives 6.42 eV Å⁻¹.

---

8.
The following is a quantum chemistry calculation of an isolated molecule of C3H5FO at a distorted geometry, from the Open Molecules 2025 dataset.

CARTESIAN COORDINATES (ANGSTROEM)
C -0.174 0.103 0.274
C 1.943 0.415 -0.325
C -1.526 -0.510 -0.052
O 0.924 -0.406 -0.170
F 3.165 -0.145 -0.198
H -0.256 1.124 0.518
H 1.845 1.355 0.065
H -2.162 -0.185 -0.933
H -2.114 -0.153 0.869
H -1.646 -1.600 -0.048

Its energy is -292.2403 hartree. For the strongest force on any atom, the calculation gives 5.00 eV Å⁻¹. The multiplicity is 3.

---

9.
The following is a quantum chemistry calculation of a structure of composition C3H5FO2Tl at a distorted geometry, from the Open Molecules 2025 dataset.

CARTESIAN COORDINATES (ANGSTROEM)
Tl -0.005 -0.517 0.938
F 1.881 -0.203 0.676
O -1.386 -1.740 0.464
C -2.353 -0.927 -0.009
C -2.169 0.423 -0.048
O -1.138 0.977 0.637
H -3.328 -1.369 -0.249
H -3.012 1.081 -0.303
C 2.730 0.443 -0.355
H 2.392 0.001 -1.296
H 2.653 1.521 -0.511
H 3.735 0.311 0.056

The charge is +1. Its energy is -539.6324 hartree. For the strongest force on any atom, the calculation gives 4.63 eV Å⁻¹.

---

10.
The following is a quantum chemistry calculation of a structure of composition C3H5FeLi2O4 at a distorted geometry, from the Open Molecules 2025 dataset.

CARTESIAN COORDINATES (ANGSTROEM)
H -1.869 0.741 0.273
Li 0.028 -2.417 0.212
O -1.220 0.898 2.221
O 0.179 0.978 0.464
C 0.312 1.089 -0.980
C 0.416 -0.312 -1.589
O 1.206 -1.160 -0.816
C -1.055 0.692 1.020
H -0.540 1.656 -1.376
H 1.240 1.655 -1.128
H 0.805 -0.191 -2.617
H -0.610 -0.722 -1.694
O 0.145 -1.459 1.753
Fe 1.549 -0.531 0.958
Li -0.588 -0.917 3.300

The charge is +1. Its energy is -1696.8801 hartree. For the strongest force on any atom, the calculation gives 3.75 eV Å⁻¹. The multiplicity is 5.

---

11.
The following is a quantum chemistry calculation of a structure of composition C3H5GaO3 at a distorted geometry, from the Open Molecules 2025 dataset.

CARTESIAN COORDINATES (ANGSTROEM)
Ga -0.233 -1.132 1.084
O -0.983 -1.525 -0.748
O -0.812 0.603 -0.314
C 0.194 1.648 -0.225
C 1.311 1.082 0.664
O 1.270 -0.314 0.567
C -0.548 -0.423 -1.135
H 0.585 1.809 -1.238
H -0.267 2.565 0.153
H 1.198 1.471 1.691
H 2.273 1.477 0.295
H -0.232 -0.216 -2.169

The charge is +2. Its energy is -2266.9589 hartree. For the strongest force on any atom, the calculation gives 2.84 eV Å⁻¹.

---

12.
The following is a quantum chemistry calculation of a structure of composition C3H5HgO3 at a distorted geometry, from the Open Molecules 2025 dataset.

CARTESIAN COORDINATES (ANGSTROEM)
H -0.685 1.455 1.533
C -0.150 1.702 0.598
C 0.332 0.653 -0.386
O -0.412 -0.569 -0.247
C 0.078 -1.676 -0.743
O -0.830 -2.590 -0.572
H -0.955 2.325 0.183
H 0.574 2.114 -0.520
H 0.278 0.869 -1.469
H -0.670 -3.327 -1.176
Hg 1.259 -1.576 1.756
O 1.179 0.620 1.044

The charge is +1. Its energy is -495.7568 hartree. For the strongest force on any atom, the calculation gives 6.68 eV Å⁻¹. The multiplicity is 3.

---

13.
The following is a quantum chemistry calculation of a cluster of 2 separate species, C3H5I in total, from the Open Molecules 2025 dataset.

CARTESIAN COORDINATES (ANGSTROEM)
C -0.320 0.625 0.723
C 1.026 -0.011 0.399
C -0.217 -0.578 -0.070
I -1.734 -0.616 -3.603
H -0.752 0.553 1.716
H -0.551 1.564 0.239
H 1.667 0.518 -0.294
H 1.587 -0.553 1.152
H -0.704 -1.502 -0.263

Its energy is -414.8582 hartree. For the strongest force on any atom, the calculation gives 0.96 eV Å⁻¹.

---

14.
The following is a quantum chemistry calculation of the ion C3H5IN with charge +1 at a distorted geometry, from the Open Molecules 2025 dataset.

CARTESIAN COORDINATES (ANGSTROEM)
C -0.951 -1.096 1.703
C -0.437 -0.298 1.013
C 0.342 0.600 0.148
N 0.020 0.233 -1.259
I 2.535 0.450 0.451
H -1.432 -1.794 2.292
H 0.097 1.652 0.390
H -1.058 -0.113 -1.234
H 0.822 -0.547 -1.558
H 0.063 0.914 -1.947

The charge is +1. Its energy is -469.3903 hartree. For the strongest force on any atom, the calculation gives 4.93 eV Å⁻¹.

---

15.
The following is a quantum chemistry calculation of an isolated molecule of C3H5IN2 at a distorted geometry, from the Open Molecules 2025 dataset.

CARTESIAN COORDINATES (ANGSTROEM)
C 0.537 -0.494 -0.041
C 0.434 0.807 0.014
C 0.454 2.068 -0.157
N 1.954 -2.337 -0.600
N 1.740 -1.101 0.168
I 3.325 0.387 0.090
H -0.340 -1.239 0.142
H 0.293 2.603 -1.200
H 0.596 2.652 0.703
H 1.992 -3.028 0.118
H 1.148 -2.520 -1.173

Its energy is -524.3554 hartree. For the strongest force on any atom, the calculation gives 3.65 eV Å⁻¹.

---

16.
The following is a quantum chemistry calculation of a cluster of 2 separate species, C3H5IN2Si in total at a distorted geometry, from the Open Molecules 2025 dataset.

CARTESIAN COORDINATES (ANGSTROEM)
C 0.071 1.887 0.178
C -0.936 1.237 0.941
C 0.467 -0.182 -0.012
N 0.836 1.025 -0.452
N -0.648 -0.119 0.790
Si 1.172 -1.665 -0.823
I -1.164 -3.593 0.828
H 0.435 2.876 0.261
H -1.697 1.520 1.645
H -1.156 -0.857 1.293
H 1.921 -2.880 -0.392
H 1.453 -1.206 -2.194

Its energy is -813.9538 hartree. For the strongest force on any atom, the calculation gives 2.63 eV Å⁻¹.

---

17.
The following is a quantum chemistry calculation of a structure of composition C3H5IO at a distorted geometry, from the Open Molecules 2025 dataset.

CARTESIAN COORDINATES (ANGSTROEM)
C -0.312 0.207 0.562
C -1.487 1.019 -2.764
C -0.316 0.005 -0.947
O -1.124 1.041 -1.525
I -3.226 2.200 -2.815
H 0.541 -0.362 1.028
H -1.097 -0.214 1.189
H 0.665 0.120 -1.430
H -0.502 -1.002 -1.287
H -0.420 1.304 0.647

Its energy is -490.1204 hartree. For the strongest force on any atom, the calculation gives 1.98 eV Å⁻¹.

---

18.
The following is a quantum chemistry calculation of an isolated molecule of C3H5IO at a distorted geometry, from the Open Molecules 2025 dataset.

CARTESIAN COORDINATES (ANGSTROEM)
C 0.122 1.639 0.044
C 0.776 0.294 0.012
C 0.116 -0.937 -0.336
O 0.678 -2.052 0.190
I 2.911 0.037 -0.032
H 0.520 2.613 0.142
H -0.906 1.601 -0.070
H 0.307 -0.977 -1.442
H -0.954 -0.928 -0.222
H 1.653 -2.011 0.550

Its energy is -490.1522 hartree. For the strongest force on any atom, the calculation gives 8.02 eV Å⁻¹.

---

19.
The following is a quantum chemistry calculation of a cluster of 2 separate species, C3H5IO in total at a distorted geometry, from the Open Molecules 2025 dataset.

CARTESIAN COORDINATES (ANGSTROEM)
C 0.802 -0.563 -0.617
C 0.364 -1.936 -0.803
C 0.041 0.538 0.215
O 1.194 -1.714 0.167
I 0.634 -2.614 -2.792
H 1.586 -0.113 -1.172
H -1.360 -1.981 -0.380
H 0.012 1.583 -0.216
H 0.561 0.534 1.166
H -0.895 0.163 0.362

Its energy is -490.0677 hartree. For the strongest force on any atom, the calculation gives 6.24 eV Å⁻¹.

---

20.
The following is a quantum chemistry calculation of a cluster of 2 separate species, C3H5IO2S in total at a distorted geometry, from the Open Molecules 2025 dataset.

CARTESIAN COORDINATES (ANGSTROEM)
C 0.849 1.832 1.042
C 2.144 1.150 0.753
C 0.723 0.523 0.945
O -2.062 -2.745 -0.986
O -1.295 -0.932 -2.546
S -1.245 -1.261 -1.135
I -2.831 0.133 0.274
H -1.859 -3.203 -1.759
H 0.162 2.602 1.161
H 2.430 1.108 -0.290
H 2.951 1.097 1.497
H 0.033 -0.306 1.043

Its energy is -963.5259 hartree. For the strongest force on any atom, the calculation gives 3.86 eV Å⁻¹.